An isolated molecule of C5H8N2O at a distorted geometry. Source: OMol25; level of theory: the ωB97M-V functional and the def2-TZVPD basis.

XYZ file:
```
16
Properties=species:S:1:pos:R:3:forces:R:3
H -0.092646 1.911184 -0.255213 -3.4 -0.4 2.2
H -1.916034 -1.460953 0.944835 3.6 2.0 -1.4
C 0.188274 -1.076667 -0.366053 2.2 3.6 1.3
C 1.867375 0.711073 0.049349 0.5 -0.8 1.2
N -1.203026 1.764341 0.146250 3.7 7.1 -6.0
C -0.900516 -0.696229 0.688382 1.1 -1.2 3.3
C -1.562664 0.548900 -0.061576 -4.5 -7.7 5.0
O -2.688546 0.056292 -0.257438 -0.2 2.9 -2.6
H -0.420796 -0.686929 1.870259 -1.0 0.9 -3.3
H 2.585269 -0.928295 -0.889252 -1.3 -0.4 0.0
H -0.000041 -0.354063 -1.155540 0.2 -0.3 -0.6
N 1.835134 1.860150 0.128456 0.0 -0.4 -0.3
H 0.025431 -1.967284 -0.773132 -0.2 -4.0 -1.5
H 2.170358 -1.367086 0.651533 1.4 -1.7 3.9
C 1.840930 -0.769834 -0.067296 -3.2 2.7 -4.2
H -1.728509 2.455401 -0.653560 1.2 -2.3 3.1
```
Positions in Å, forces in eV/Å.

The HOMO energy is -9.01 eV. As for the total energy: -10337.7239 eV. The value obtained for the HOMO-LUMO gap is 9.64 eV.

=====

A structure of composition CH3NO4S2 at a distorted geometry. Source: OMol25; level of theory: the ωB97M-V functional and the def2-TZVPD basis.

XYZ file:
```
11
Properties=species:S:1:pos:R:3:forces:R:3
O 0.053779 1.467037 -1.393764 -0.5 0.0 0.0
S 0.196590 1.146824 0.023314 1.0 0.9 1.9
H 1.989636 -0.372857 0.898560 0.0 0.0 1.1
H 2.310294 -0.059095 -0.828705 -2.0 -0.1 1.0
H 0.574431 -0.983109 -0.188904 2.0 -0.3 -0.2
O 0.847845 2.293505 0.804306 -1.9 -2.1 -0.8
S -1.933021 -0.664859 -0.222788 -0.1 -2.2 -3.0
O -3.202817 -1.251643 0.321761 0.0 0.4 0.9
N -1.470487 0.468638 0.845360 3.9 2.1 0.2
C 1.486393 -0.247141 -0.028798 -1.6 0.5 -1.5
O -0.852642 -1.797303 -0.230339 -0.8 0.7 0.4
```
Positions in Å, forces in eV/Å.

The HOMO energy is 1.08 eV. As for the total energy: -32432.3653 eV. The total charge is -2. The value obtained for the HOMO-LUMO gap is 5.31 eV.